The following is a quantum chemistry calculation of a cluster of 2 separate species, C4H12N2O2S in total, from the Open Molecules 2025 dataset.

The net charge is 0. The value obtained for the energy above the lowest of the compared OMol25 structures with the same formula, charge and spin is 13.8 kcal per mole. For the HOMO energy, the calculation gives -9.0 eV. As for the LUMO energy: 0.0202 Ha. Its multiplicity is 1. As for the orbital gap: 9.6 eV.

Each line ends with the natural charge from an NBO analysis.
CARTESIAN COORDINATES (ANGSTROEM)
1 C 1.56 1.47 -0.44  -0.4289
2 N 1.64 0.01 -0.32  -0.6221
3 C 1.00 -0.73 0.61  0.6706
4 O 1.49 -1.79 0.98  -0.6203
5 C -0.38 -0.28 1.12  -0.1641
6 N -0.83 -1.20 2.13  -0.8447
7 C -1.30 -0.36 -0.11  -0.5051
8 S -3.06 -0.05 0.26  -0.0608
9 H 2.34 1.91 0.19  0.1972
10 H 0.61 1.82 -0.08  0.2064
11 H 1.82 1.86 -1.42  0.2202
12 H 2.51 -0.40 -0.60  0.4031
13 H -0.34 0.74 1.48  0.2043
14 H -0.14 -1.94 2.24  0.3984
15 H -0.89 -0.73 3.02  0.3656
16 H -0.94 0.29 -0.89  0.1972
17 H -1.31 -1.38 -0.48  0.2246
18 H -3.03 -0.86 1.33  0.1530
19 O -0.33 0.70 -3.37  -0.9221
20 H -0.03 -0.19 -3.15  0.4701
21 H -0.39 1.11 -2.50  0.4574


The following is a quantum chemistry calculation of the ion C8H17N2 with charge +1, from the Open Molecules 2025 dataset.

The net charge is +1. The value obtained for the energy above the lowest of the compared OMol25 structures with the same formula, charge and spin is 164.0 kcal per mole. For the HOMO energy (spin up / spin down), the calculation gives -13.1 / -13.1 eV. As for the LUMO energy (spin up / spin down): -0.2017 / -0.2021 Ha. Its multiplicity is 1. As for the orbital gap (spin up / spin down): 7.6 / 7.6 eV.

Each line ends with the natural charge from an NBO analysis.
CARTESIAN COORDINATES (ANGSTROEM)
1 C -1.47 -1.67 0.08  -0.0155
2 C -0.53 -2.57 0.38  0.0960
3 C -0.14 0.37 0.24  0.3201
4 C 0.12 1.68 -0.59  -0.6272
5 C -0.01 0.57 1.78  -0.6145
6 C -2.54 0.36 -0.53  -0.4484
7 C 2.12 -0.77 0.64  -0.3887
8 C 1.20 -0.60 -1.60  -0.4277
9 N -1.40 -0.32 -0.08  -0.3928
10 N 0.93 -0.51 -0.18  -0.3661
11 H -2.45 -1.92 0.26  0.2756
12 H 0.07 -3.17 -0.20  0.2208
13 H -0.50 2.60 -0.10  0.2362
14 H -0.28 1.46 -1.52  0.2185
15 H 1.10 2.05 -0.49  0.2427
16 H 0.00 -0.33 2.21  0.2155
17 H -0.87 0.99 2.08  0.2221
18 H 0.88 1.30 2.15  0.2420
19 H -3.20 0.63 0.42  0.2110
20 H -2.35 1.43 -0.96  0.2558
21 H -3.20 -0.10 -1.24  0.2406
22 H 1.99 -1.15 1.55  0.2135
23 H 2.80 -1.50 -0.03  0.2255
24 H 2.53 0.24 0.69  0.1978
25 H 0.30 -0.86 -2.03  0.2019
26 H 1.37 0.29 -2.09  0.2118
27 H 1.95 -1.34 -1.91  0.2335


The following is a quantum chemistry calculation of a structure of composition C19H37N4OPdSSi, from the Open Molecules 2025 dataset.

The net charge is +3. Its expectation value of S² is 6.059. The value obtained for the energy above the lowest of the compared OMol25 structures with the same formula, charge and spin is 17.6 kcal per mole. For the HOMO energy (spin up / spin down), the calculation gives -18.4 / -18.9 eV. As for the LUMO energy (spin up / spin down): -0.3118 / -0.4758 Ha. Its multiplicity is 5. As for the orbital gap (spin up / spin down): 9.9 / 6.0 eV.

Each line ends with the Mulliken spin population.
CARTESIAN COORDINATES (ANGSTROEM)
1 Pd 0.32 -0.52 -0.03  1.4077
2 C -0.01 -3.76 -0.34  -0.0071
3 C -0.32 -3.18 -1.71  0.0025
4 N 0.34 -1.88 -1.94  0.2345
5 C 1.71 -1.94 -2.50  0.0016
6 C 2.76 -2.41 -1.50  -0.0085
7 S 2.68 -1.50 0.08  0.3960
8 C 2.34 -2.81 1.32  0.0047
9 C 0.89 -2.86 1.80  0.0062
10 N -0.08 -2.71 0.70  0.1712
11 H -0.71 -4.56 -0.12  0.0041
12 H 0.99 -4.20 -0.33  -0.0005
13 H -0.03 -3.90 -2.48  0.0073
14 H -1.40 -3.03 -1.80  0.0032
15 H -0.22 -1.36 -2.61  -0.0096
16 H 1.74 -2.62 -3.36  0.0029
17 H 1.96 -0.94 -2.85  0.0033
18 H 2.70 -3.47 -1.30  0.0012
19 H 3.75 -2.20 -1.91  0.0108
20 H 2.69 -3.75 0.89  0.0073
21 H 2.99 -2.58 2.17  0.0018
22 H 0.76 -3.81 2.33  0.0031
23 H 0.72 -2.06 2.51  0.0038
24 H -1.02 -2.70 1.09  -0.0082
25 C 3.35 1.89 0.91  0.0056
26 C 2.31 2.37 -0.02  0.0878
27 C 2.35 3.70 -0.53  0.2451
28 C 1.32 4.19 -1.32  -0.0411
29 C 0.25 3.37 -1.61  0.2063
30 C 0.27 2.04 -1.12  0.0519
31 N 1.31 1.57 -0.36  0.1778
32 N -0.67 1.13 -1.30  0.8492
33 Si -2.37 1.16 -1.79  -0.0052
34 C -3.24 2.19 -0.47  0.0337
35 C -2.88 -0.65 -1.69  0.0174
36 C -2.57 1.92 -3.50  0.0405
37 H 4.29 1.71 0.38  0.0051
38 H 3.04 0.97 1.40  -0.0014
39 H 3.57 2.64 1.67  -0.0018
40 H 3.19 4.33 -0.28  -0.0010
41 H 1.35 5.20 -1.69  0.0060
42 H -0.59 3.72 -2.20  0.0085
43 H -3.27 1.67 0.48  0.0000
44 H -4.27 2.36 -0.80  0.0038
45 H -2.76 3.16 -0.34  -0.0017
46 H -2.36 -1.16 -0.87  -0.0034
47 H -2.70 -1.18 -2.63  0.0020
48 H -3.95 -0.71 -1.48  -0.0008
49 H -2.53 3.01 -3.45  0.0005
50 H -3.56 1.64 -3.86  0.0029
51 H -1.83 1.57 -4.22  0.0015
52 C -1.28 0.37 4.20  0.0027
53 C -0.37 1.56 3.86  -0.0020
54 C -0.56 1.73 2.37  -0.0148
55 O -0.71 0.37 1.88  0.0660
56 C -1.56 -0.29 2.85  -0.0039
57 H -2.21 0.71 4.66  0.0003
58 H -0.81 -0.31 4.90  0.0001
59 H 0.68 1.33 4.08  0.0004
60 H -0.63 2.47 4.41  0.0007
61 H 0.27 2.20 1.86  0.0083
62 H -1.48 2.28 2.15  0.0059
63 H -1.35 -1.36 2.84  0.0011
64 H -2.60 -0.14 2.54  0.0071


The following is a quantum chemistry calculation of the ion C9H17INO with charge +1, from the Open Molecules 2025 dataset.

The net charge is +1. The value obtained for the energy above the lowest of the compared OMol25 structures with the same formula, charge and spin is 0.0 kcal per mole. For the HOMO energy, the calculation gives -13.0 eV. As for the LUMO energy: -0.2365 Ha. Its multiplicity is 1. As for the orbital gap: 6.6 eV.

Each line ends with the natural charge from an NBO analysis.
CARTESIAN COORDINATES (ANGSTROEM)
1 C -1.81 1.29 1.19  -0.5805
2 C -0.71 0.80 0.19  0.0493
3 C -0.96 1.56 -1.18  -0.5966
4 C 0.61 1.10 0.85  -0.3976
5 C 1.85 0.75 0.07  -0.4446
6 C 1.47 -0.29 -1.00  -0.3025
7 I 3.22 -1.28 -1.81  0.2010
8 C 0.43 -1.29 -0.36  0.0447
9 C -0.10 -2.29 -1.49  -0.6103
10 C 0.86 -2.13 0.79  -0.6809
11 N -0.82 -0.58 0.03  0.3488
12 O -1.77 -1.23 0.35  -0.1090
13 H -2.78 1.00 0.66  0.2359
14 H -1.70 2.37 1.46  0.2539
15 H -1.64 0.68 1.99  0.2114
16 H -0.85 0.84 -2.08  0.2243
17 H -0.18 2.43 -1.30  0.2545
18 H -1.90 1.98 -1.33  0.2467
19 H 0.65 0.53 1.71  0.2179
20 H 0.52 2.08 1.14  0.2489
21 H 2.24 1.61 -0.42  0.2387
22 H 2.63 0.26 0.72  0.2393
23 H 0.97 0.20 -1.76  0.2117
24 H -0.49 -1.62 -2.38  0.2169
25 H -1.02 -2.95 -1.06  0.2495
26 H 0.57 -2.96 -1.94  0.2572
27 H 0.17 -2.87 1.13  0.2545
28 H 1.16 -1.56 1.69  0.2281
29 H 1.78 -2.81 0.72  0.2892


The following is a quantum chemistry calculation of a structure of composition C28H34NTc, from the Open Molecules 2025 dataset.

The net charge is +1. Its expectation value of S² is 3.803. For the HOMO energy (spin up / spin down), the calculation gives -8.7 / -10.7 eV. As for the LUMO energy (spin up / spin down): -0.1185 / -0.1513 Ha. Its multiplicity is 4. As for the orbital gap (spin up / spin down): 5.5 / 6.5 eV.

Each line ends with the Mulliken spin population.
CARTESIAN COORDINATES (ANGSTROEM)
1 C -0.63 0.39 2.54  0.2096
2 C -1.88 0.62 1.87  -0.1014
3 C -1.84 1.93 1.30  -0.1013
4 C -0.54 2.49 1.57  0.2785
5 C 0.19 1.55 2.36  -0.1704
6 Tc -0.27 0.65 0.43  1.8282
7 C 1.38 0.48 -2.48  0.1231
8 C 1.80 -0.22 -1.24  -0.0326
9 H 2.12 -1.25 -1.37  -0.0029
10 C 1.83 0.38 0.06  -0.0290
11 H 2.36 1.34 0.13  -0.0092
12 H 2.19 -0.32 0.83  0.0216
13 C 2.06 -0.13 -3.72  0.0180
14 H 1.83 -1.19 -3.82  0.0006
15 H 1.75 0.38 -4.63  -0.0123
16 H 3.14 -0.02 -3.60  -0.0053
17 C 1.80 1.97 -2.45  0.0251
18 H 1.53 2.47 -1.52  0.0020
19 H 2.89 2.04 -2.56  -0.0030
20 H 1.32 2.52 -3.27  0.0109
21 C -3.04 -0.31 1.77  0.0138
22 H -2.73 -1.35 1.90  -0.0023
23 H -3.80 -0.09 2.52  0.0004
24 H -3.52 -0.22 0.79  -0.0019
25 C -3.00 2.60 0.65  -0.0142
26 H -3.40 1.97 -0.16  0.0023
27 H -3.81 2.78 1.36  -0.0026
28 H -2.71 3.56 0.22  0.0000
29 C -0.05 3.85 1.19  0.0014
30 H -0.55 4.21 0.28  0.0051
31 H -0.23 4.58 1.99  0.0071
32 H 1.03 3.83 1.00  -0.0066
33 C 1.53 1.78 2.98  -0.0061
34 H 2.13 2.46 2.38  -0.0008
35 H 1.42 2.22 3.98  -0.0023
36 H 2.08 0.83 3.09  -0.0009
37 C -0.26 -0.80 3.37  0.0016
38 H 0.79 -1.08 3.22  -0.0057
39 H -0.39 -0.59 4.44  0.0051
40 H -0.89 -1.66 3.12  0.0015
41 C -0.72 1.31 -1.55  0.3289
42 C -0.09 0.41 -2.54  -0.0420
43 C -1.42 2.41 -2.03  -0.2203
44 C -0.71 0.40 -3.88  0.2998
45 H -0.55 -0.39 -1.81  0.1274
46 C -1.81 2.47 -3.38  0.3757
47 H -1.64 3.26 -1.39  -0.0040
48 C -1.54 1.41 -4.26  -0.0807
49 H -0.44 -0.39 -4.57  0.0121
50 H -2.33 3.36 -3.73  0.0193
51 H -1.98 1.43 -5.26  0.0024
52 N -0.43 -1.27 0.27  -0.0647
53 C -0.10 -2.39 0.48  0.1219
54 C 0.37 -3.68 0.76  -0.0048
55 C 1.76 -3.95 0.77  0.0402
56 C 2.22 -5.21 1.16  -0.0152
57 C 1.31 -6.20 1.53  0.0331
58 C -0.07 -5.95 1.49  -0.0160
59 C -0.55 -4.71 1.09  0.0353
60 H 2.46 -3.16 0.49  0.0041
61 H 3.29 -5.40 1.18  -0.0003
62 H 1.67 -7.18 1.86  0.0016
63 H -0.78 -6.74 1.77  -0.0003
64 H -1.62 -4.50 1.04  0.0015


The following is a quantum chemistry calculation of a structure of composition C20H23Br2Cl3N3O2SiTeV, from the Open Molecules 2025 dataset.

The net charge is +3. Its expectation value of S² is 1.045. For the HOMO energy (spin up / spin down), the calculation gives -16.8 / -16.7 eV. As for the LUMO energy (spin up / spin down): -0.3902 / -0.3388 Ha. Its multiplicity is 2. As for the orbital gap (spin up / spin down): 6.1 / 7.5 eV.

Each line ends with the Mulliken spin population.
CARTESIAN COORDINATES (ANGSTROEM)
1 V 0.62 -0.47 0.52  1.6210
2 Br -0.76 1.86 -1.60  0.0104
3 C -0.79 3.27 -0.27  -0.0032
4 Br -1.11 2.49 1.45  0.0023
5 H -1.59 3.97 -0.50  0.0006
6 H 0.18 3.75 -0.26  0.0008
7 Cl 2.02 1.25 0.22  -0.0316
8 Si 3.01 -0.67 0.21  -0.2494
9 Cl 3.84 -0.95 1.98  -0.0250
10 Cl 3.93 -0.80 -1.54  -0.0202
11 Te -2.07 -0.89 0.42  -0.2706
12 C -2.81 -1.00 -1.58  -0.0143
13 C -3.67 0.04 -1.94  -0.0101
14 C -4.28 0.04 -3.18  0.0023
15 C -4.01 -0.99 -4.08  -0.0082
16 C -3.17 -2.02 -3.72  0.0008
17 C -2.57 -2.05 -2.47  0.0052
18 C -2.93 -2.76 0.98  0.0022
19 C -2.63 -4.01 0.46  -0.0007
20 C -3.41 -5.10 0.82  -0.0012
21 C -4.50 -4.93 1.66  -0.0038
22 C -4.80 -3.68 2.18  -0.0016
23 C -4.01 -2.59 1.85  -0.0064
24 H -3.87 0.83 -1.23  0.0008
25 H -4.96 0.83 -3.44  0.0002
26 H -4.48 -0.97 -5.05  -0.0002
27 H -2.97 -2.81 -4.43  0.0001
28 H -1.95 -2.89 -2.18  0.0006
29 H -1.81 -4.15 -0.23  0.0024
30 H -3.17 -6.07 0.43  0.0001
31 H -5.13 -5.77 1.91  -0.0002
32 H -5.64 -3.54 2.83  0.0001
33 H -4.22 -1.60 2.24  0.0025
34 N 0.50 -1.38 -1.53  -0.0070
35 C 0.55 -2.65 -0.88  0.0187
36 C 0.76 -3.90 -1.41  -0.0015
37 C 0.84 -4.98 -0.52  0.0097
38 C 0.71 -4.75 0.84  -0.0109
39 C 0.49 -3.46 1.29  0.0138
40 N 0.42 -2.45 0.44  -0.0696
41 H 1.20 -1.31 -2.27  -0.0012
42 H -0.40 -1.24 -2.01  0.0063
43 H 0.88 -4.05 -2.47  -0.0008
44 H 1.02 -5.97 -0.89  -0.0001
45 H 0.78 -5.57 1.55  -0.0003
46 H 0.38 -3.22 2.35  0.0001
47 N -1.55 0.12 5.29  -0.0002
48 C -0.38 0.42 4.44  0.0001
49 C -0.56 -0.41 3.14  0.0225
50 O -1.57 -1.11 3.08  0.0146
51 O 0.29 -0.32 2.22  -0.0011
52 H -1.31 -0.30 6.20  0.0001
53 H -2.09 -0.58 4.71  0.0004
54 H -2.14 0.94 5.47  -0.0001
55 H 0.57 0.16 4.93  0.0002
56 H -0.35 1.48 4.17  0.0005


Number 1: F_max 1.3 eV/A. Number 2: F_max 5.9 eV/A. Number 3: F_max 2.0 eV/A. Number 4: F_max 5.0 eV/A. Number 5: F_max 5.1 eV/A. Number 6: F_max 3.3 eV/A.